## P
C33H77N11O11 | ωB97M-V/def2-TZVPD

Last column: Löwdin charge in e.
Element x y z (Å)
C: -27.429 -6.026 -23.755  -0.405
O: -27.873 -5.069 -23.157  0.003
N: -26.542 -5.956 -24.726  -0.161
C: -26.305 -7.213 -25.560  -0.021
C: -25.861 -4.684 -25.155  -0.020
H: -27.821 -7.040 -23.585  0.130
H: -26.609 -7.076 -26.597  0.077
H: -26.854 -8.046 -25.120  0.076
H: -25.232 -7.401 -25.542  0.079
H: -24.818 -4.830 -24.873  0.078
H: -25.792 -4.577 -26.238  0.079
H: -26.142 -3.764 -24.643  0.084
C: -38.743 -2.134 -22.400  -0.303
O: -39.747 -2.723 -21.867  -0.060
N: -38.748 -0.823 -22.631  -0.212
C: -37.499 -0.131 -22.814  -0.060
C: -40.013 -0.074 -22.657  -0.031
H: -37.797 -2.663 -22.591  0.136
H: -36.989 -0.153 -21.851  0.098
H: -37.625 0.941 -22.968  0.081
H: -37.082 -0.459 -23.766  0.096
H: -40.320 -0.079 -23.703  0.091
H: -40.751 -0.523 -21.992  0.083
H: -39.933 0.970 -22.355  0.081
C: -28.900 -3.306 -35.037  -0.333
O: -29.602 -2.750 -34.204  0.015
N: -27.593 -3.749 -35.046  -0.196
C: -27.059 -4.675 -36.062  -0.043
C: -26.645 -3.363 -34.026  -0.081
H: -29.277 -3.596 -36.030  0.128
H: -27.166 -4.208 -37.041  0.089
H: -27.608 -5.605 -35.912  0.089
H: -25.996 -4.867 -35.914  0.084
H: -26.983 -2.738 -33.200  0.086
H: -25.961 -4.132 -33.667  0.081
H: -25.925 -2.669 -34.460  0.082
C: -29.885 -10.124 -30.399  -0.359
O: -29.346 -10.939 -31.135  -0.001
N: -30.008 -8.821 -30.694  -0.166
C: -29.456 -8.249 -31.975  -0.029
C: -30.545 -7.841 -29.714  -0.052
H: -30.321 -10.331 -29.410  0.131
H: -28.959 -9.034 -32.545  0.074
H: -28.702 -7.478 -31.813  0.081
H: -30.188 -7.916 -32.710  0.083
H: -29.716 -7.304 -29.254  0.075
H: -31.171 -7.061 -30.147  0.085
H: -31.043 -8.345 -28.886  0.078
C: -28.432 2.679 -36.839  -0.347
O: -28.433 1.458 -36.868  0.007
N: -28.521 3.365 -35.683  -0.184
C: -28.754 4.800 -35.752  -0.081
C: -28.526 2.786 -34.317  -0.028
H: -28.264 3.348 -37.698  0.132
H: -29.697 5.031 -35.256  0.084
H: -28.888 5.154 -36.774  0.080
H: -28.025 5.474 -35.302  0.082
H: -28.072 1.797 -34.262  0.085
H: -28.011 3.440 -33.613  0.081
H: -29.552 2.654 -33.974  0.088
C: -21.508 0.200 -26.584  -0.241
O: -22.777 0.032 -26.323  -0.076
N: -20.440 -0.059 -25.733  -0.194
C: -20.588 -0.729 -24.457  -0.069
C: -19.084 0.122 -26.247  -0.061
H: -21.135 0.522 -27.569  0.122
H: -20.247 -0.126 -23.615  0.087
H: -20.109 -1.706 -24.390  0.087
H: -21.567 -0.994 -24.058  0.087
H: -19.056 0.774 -27.120  0.088
H: -18.391 0.377 -25.445  0.086
H: -18.679 -0.866 -26.463  0.084
C: -38.703 2.263 -29.125  -0.320
O: -39.225 1.904 -30.180  -0.013
N: -39.411 3.165 -28.451  -0.208
C: -39.006 3.665 -27.122  -0.046
C: -40.549 3.877 -28.923  -0.071
H: -37.798 1.919 -28.600  0.139
H: -38.808 4.734 -27.186  0.088
H: -38.107 3.111 -26.849  0.079
H: -39.755 3.403 -26.374  0.086
H: -41.334 3.848 -28.167  0.086
H: -40.328 4.944 -28.947  0.087
H: -41.063 3.618 -29.848  0.094
C: -34.652 -7.509 -24.837  -0.336
O: -34.191 -8.476 -24.168  -0.030
N: -34.146 -6.295 -25.013  -0.190
C: -34.797 -5.260 -25.816  -0.047
C: -32.791 -5.983 -24.559  -0.044
H: -35.593 -7.534 -25.407  0.126
H: -35.161 -4.414 -25.232  0.092
H: -35.706 -5.657 -26.269  0.079
H: -34.141 -5.060 -26.663  0.092
H: -32.055 -6.786 -24.602  0.089
H: -32.307 -5.178 -25.113  0.077
H: -32.849 -5.575 -23.550  0.094
C: -32.016 -0.706 -27.116  -0.323
O: -33.032 -0.592 -27.828  -0.024
N: -30.726 -0.776 -27.563  -0.177
C: -29.595 -1.366 -26.760  -0.049
C: -30.344 -0.629 -28.994  -0.045
H: -32.115 -0.946 -26.046  0.129
H: -29.397 -2.418 -26.969  0.078
H: -29.873 -1.362 -25.706  0.077
H: -28.646 -0.847 -26.897  0.080
H: -30.362 -1.676 -29.298  0.087
H: -31.116 -0.232 -29.653  0.083
H: -29.376 -0.166 -29.189  0.082
C: -30.704 -0.407 -21.199  -0.312
O: -31.801 -0.517 -21.783  -0.024
N: -29.860 0.662 -21.283  -0.195
C: -28.491 0.592 -20.850  -0.077
C: -30.278 1.853 -22.094  -0.025
H: -30.157 -1.180 -20.636  0.128
H: -28.125 1.519 -20.409  0.085
H: -27.815 0.467 -21.696  0.087
H: -28.399 -0.217 -20.126  0.086
H: -30.170 2.787 -21.543  0.078
H: -29.634 1.931 -22.970  0.086
H: -31.355 1.850 -22.264  0.082
C: -32.305 6.275 -28.241  -0.383
O: -32.986 5.521 -27.566  0.008
N: -31.386 5.830 -29.047  -0.197
C: -30.774 4.528 -29.099  -0.050
C: -30.651 6.755 -29.932  -0.049
H: -32.350 7.372 -28.165  0.137
H: -30.870 3.881 -28.227  0.092
H: -29.701 4.553 -29.287  0.086
H: -31.321 4.049 -29.911  0.098
H: -30.498 6.342 -30.929  0.090
H: -31.178 7.709 -29.966  0.079
H: -29.751 7.040 -29.388  0.090

Summary:
- highest occupied orbital energy (eV) = -9.0
- lowest unoccupied orbital energy (eV) = 0.0
- total charge = 0
- SMILES = CN(C)C=O.CN(C)C=O.CN(C)C=O.CN(C)C=O.CN(C)C=O.CN(C)C=O.CN(C)C=O.CN(C)C=O.CN(C)C=O.CN(C)C=O.CN(C)C=O

---

## Q
C33H77N11O11 | ωB97M-V/def2-TZVPD

Last column: Löwdin charge in e.
Element x y z (Å)
C: 2.134 -5.117 -5.612  -0.344
O: 1.017 -5.577 -5.500  0.002
N: 2.479 -3.884 -5.189  -0.184
C: 3.832 -3.352 -5.366  -0.034
C: 1.464 -3.001 -4.658  -0.058
H: 2.972 -5.684 -6.046  0.137
H: 4.062 -2.709 -4.516  0.044
H: 3.747 -2.628 -6.194  0.100
H: 4.616 -4.076 -5.540  0.091
H: 1.454 -2.052 -5.205  0.104
H: 0.480 -3.432 -4.737  0.053
H: 1.718 -2.775 -3.615  0.062
C: -0.680 4.488 -2.082  -0.345
O: -0.074 5.190 -1.282  -0.012
N: -1.938 4.732 -2.536  -0.191
C: -2.571 3.886 -3.536  -0.059
C: -2.724 5.823 -2.032  -0.054
H: -0.248 3.600 -2.566  0.127
H: -2.897 4.412 -4.426  0.086
H: -3.409 3.371 -3.043  0.092
H: -1.934 3.029 -3.756  0.077
H: -3.679 5.449 -1.667  0.086
H: -2.226 6.256 -1.165  0.080
H: -2.845 6.625 -2.762  0.092
C: -6.148 3.130 0.553  -0.343
O: -6.418 2.190 -0.191  -0.002
N: -5.323 3.060 1.624  -0.183
C: -5.075 4.210 2.463  -0.061
C: -4.763 1.795 2.022  -0.051
H: -6.527 4.156 0.377  0.130
H: -4.954 3.893 3.496  0.076
H: -5.853 4.964 2.363  0.085
H: -4.117 4.677 2.202  0.080
H: -5.577 1.079 2.159  0.102
H: -4.044 1.413 1.301  0.094
H: -4.324 1.919 3.006  0.065
C: -1.287 3.959 2.902  -0.344
O: -1.833 2.868 2.987  -0.008
N: -1.419 4.958 3.789  -0.197
C: -0.589 6.149 3.679  -0.049
C: -2.412 5.001 4.831  -0.043
H: -0.559 4.183 2.115  0.126
H: -1.189 6.969 3.268  0.091
H: 0.217 5.978 2.969  0.085
H: -0.197 6.417 4.658  0.087
H: -3.065 4.148 4.661  0.072
H: -1.970 4.997 5.822  0.091
H: -2.985 5.915 4.657  0.094
C: 3.622 -2.605 3.737  -0.344
O: 3.280 -3.489 2.985  0.012
N: 2.861 -1.545 4.087  -0.189
C: 3.458 -0.387 4.689  -0.080
C: 1.537 -1.344 3.543  -0.041
H: 4.596 -2.644 4.250  0.135
H: 2.824 0.074 5.455  0.081
H: 3.702 0.451 4.018  0.087
H: 4.385 -0.665 5.199  0.087
H: 0.835 -1.070 4.330  0.097
H: 1.535 -0.489 2.852  0.075
H: 1.269 -2.224 2.964  0.086
C: 6.127 -0.325 -2.775  -0.348
O: 6.393 0.808 -3.092  0.034
N: 4.875 -0.872 -2.788  -0.194
C: 4.592 -2.103 -2.081  -0.069
C: 3.753 0.009 -3.095  -0.036
H: 6.884 -1.060 -2.437  0.133
H: 4.048 -1.947 -1.149  0.094
H: 5.493 -2.716 -2.006  0.094
H: 3.999 -2.773 -2.712  0.046
H: 3.597 0.744 -2.305  0.083
H: 3.943 0.505 -4.043  0.095
H: 2.858 -0.604 -3.206  0.068
C: -2.920 -0.541 3.462  -0.347
O: -3.823 -0.623 4.268  0.008
N: -2.668 -1.452 2.485  -0.189
C: -3.498 -2.569 2.293  -0.063
C: -1.640 -1.209 1.501  -0.053
H: -2.238 0.321 3.346  0.120
H: -4.121 -2.679 3.181  0.088
H: -2.979 -3.520 2.176  0.090
H: -4.157 -2.410 1.434  0.101
H: -0.866 -0.561 1.896  0.073
H: -1.153 -2.091 1.076  0.073
H: -2.126 -0.793 0.608  0.092
C: -2.363 -2.351 -4.098  -0.371
O: -1.389 -1.839 -4.566  0.024
N: -2.687 -3.654 -4.165  -0.186
C: -3.473 -4.285 -3.113  -0.040
C: -2.110 -4.554 -5.148  -0.054
H: -3.127 -1.806 -3.513  0.142
H: -2.861 -4.480 -2.227  0.064
H: -3.909 -5.226 -3.431  0.087
H: -4.267 -3.586 -2.834  0.092
H: -1.418 -4.088 -5.848  0.080
H: -1.430 -5.277 -4.672  0.079
H: -2.904 -5.076 -5.679  0.090
C: -0.951 1.257 -1.004  -0.330
O: -1.957 1.223 -1.686  0.020
N: -0.117 0.211 -0.794  -0.183
C: 1.108 0.379 -0.058  -0.054
C: -0.341 -1.019 -1.482  -0.060
H: -0.602 2.165 -0.488  0.136
H: 1.010 1.156 0.706  0.078
H: 1.951 0.721 -0.672  0.076
H: 1.391 -0.517 0.500  0.078
H: -1.356 -1.041 -1.863  0.078
H: 0.296 -1.147 -2.371  0.084
H: -0.127 -1.904 -0.880  0.068
C: 2.991 3.705 2.785  -0.349
O: 1.990 3.376 2.224  0.029
N: 3.139 3.786 4.128  -0.190
C: 4.434 3.735 4.742  -0.069
C: 2.025 3.441 4.967  -0.047
H: 3.953 3.853 2.263  0.140
H: 4.510 2.915 5.464  0.086
H: 4.621 4.650 5.310  0.091
H: 5.223 3.554 4.014  0.087
H: 2.207 2.463 5.426  0.078
H: 1.831 4.151 5.776  0.094
H: 1.071 3.366 4.452  0.074
C: -0.348 -4.574 -1.156  -0.355
O: -1.245 -4.375 -0.363  -0.001
N: 0.787 -5.279 -0.913  -0.176
C: 1.729 -5.495 -2.015  -0.038
C: 1.048 -5.850 0.395  -0.031
H: -0.332 -4.130 -2.170  0.132
H: 1.421 -6.391 -2.557  0.097
H: 2.749 -5.618 -1.641  0.092
H: 1.825 -4.637 -2.675  0.048
H: 1.782 -5.268 0.955  0.087
H: 0.100 -6.003 0.896  0.086
H: 1.513 -6.834 0.255  0.090

Summary:
- highest occupied orbital energy (eV) = -8.7
- lowest unoccupied orbital energy (eV) = 0.2
- total charge = 0
- SMILES = CN(C)C=O.CN(C)C=O.CN(C)C=O.CN(C)C=O.CN(C)C=O.CN(C)C=O.CN(C)C=O.CN(C)C=O.CN(C)C=O.CN(C)C=O.CN(C)C=O

---

Most stable structure: Q

---

## P
C4H4N2O2S | ωB97M-V/def2-TZVPD

Last column: Löwdin charge in e.
Element x y z (Å)
C: 0.033 1.822 -0.119  -0.402
C: 1.698 0.070 -0.573  -0.038
C: -2.114 -0.047 -0.115  -0.397
C: 2.636 -0.840 0.053  -0.041
N: 0.917 0.919 -0.254  -0.039
N: -3.106 -0.875 0.058  -0.546
O: -3.404 -0.946 1.261  0.036
O: -3.586 -1.447 -0.920  0.053
S: -1.778 1.479 -0.069  1.046
H: 0.396 2.857 0.082  0.087
H: 2.731 -0.399 1.044  0.093
H: 2.012 -1.695 -0.031  0.087
H: 3.564 -0.900 -0.416  0.060

Summary:
- highest occupied orbital energy (spin up / spin down) (eV) = -8.3 / -8.3
- lowest unoccupied orbital energy (spin up / spin down) (eV) = -0.7 / -0.7
- total charge = 0

---

## Q
C4H4N2O2S | ωB97M-V/def2-TZVPD

Last column: Löwdin charge in e.
Element x y z (Å)
C: 0.015 -0.673 -1.007  -0.410
C: -0.820 -1.634 -0.695  -0.382
C: 0.087 0.272 0.117  -0.263
C: 0.994 1.440 0.204  -0.438
H: 1.010 0.721 -2.298  0.133
H: -0.001 -0.576 -2.930  0.121
H: -1.126 -2.630 -1.194  0.105
H: 1.629 2.622 1.408  0.190
N: 0.755 -0.367 -2.183  0.054
N: -0.566 -0.074 1.242  -0.194
O: 1.216 1.666 1.520  0.083
O: 1.416 2.078 -0.790  0.054
S: -1.596 -1.465 0.879  0.948

Summary:
- highest occupied orbital energy (eV) = -8.9
- lowest unoccupied orbital energy (eV) = -0.2
- total charge = 0
- SMILES = Nc1csnc1C(=O)O

---

Most stable structure: Q

---

## P
C3H14N2O2 | ωB97M-V/def2-TZVPD

Last column: Löwdin charge in e.
Element x y z (Å)
C: -1.168 -1.028 1.857  -0.096
C: -0.788 0.114 0.906  -0.288
N: 0.170 -0.392 -0.046  -0.119
C: 0.715 0.461 -1.088  -0.310
N: 2.075 0.081 -1.484  0.017
H: -0.292 -1.611 2.147  0.072
H: -1.487 -0.699 2.855  0.070
H: -1.982 -1.627 1.458  0.071
H: -0.454 0.960 1.523  0.104
H: -1.713 0.437 0.420  0.113
H: 0.829 -1.013 0.379  0.091
H: 0.041 0.394 -1.945  0.113
H: 0.724 1.506 -0.752  0.097
H: 2.019 -0.917 -1.669  0.058
H: 2.595 0.145 -0.616  0.063
H: -0.087 4.042 0.573  0.040
H: -0.281 3.923 -0.987  0.041
O: -0.735 4.158 -0.149  -0.087
H: -0.202 -3.525 -1.659  0.015
H: -0.206 -2.266 -0.816  0.009
O: 0.224 -3.143 -0.908  -0.073

Summary:
- highest occupied orbital energy (eV) = -9.0
- lowest unoccupied orbital energy (eV) = 0.7
- total charge = 0
- SMILES = CCNCN.O.O

---

## Q
C3H14N2O2 | ωB97M-V/def2-TZVPD

Last column: Löwdin charge in e.
Element x y z (Å)
C: -0.742 1.279 -1.163  -0.261
C: -0.121 -0.025 -1.754  -0.243
C: 1.354 -0.212 -1.437  -0.278
N: 1.870 -1.467 -2.092  -0.010
N: -0.444 2.353 -2.099  -0.021
H: -1.825 1.188 -1.227  0.112
H: -0.286 1.342 -0.161  0.108
H: -0.680 -0.945 -1.534  0.090
H: -0.279 0.111 -2.838  0.103
H: 1.258 -0.485 -0.352  0.109
H: 2.045 0.608 -1.474  0.098
H: 1.369 -1.565 -2.973  0.055
H: 1.509 -2.207 -1.499  0.041
H: -1.186 3.022 -2.233  0.056
H: 0.407 2.864 -2.242  0.062
H: -0.347 -2.285 0.009  0.004
H: -1.080 -3.249 0.784  0.048
O: -0.686 -2.367 0.923  -0.071
H: -0.994 -0.019 6.641  0.030
H: -0.447 0.743 5.599  0.030
O: -0.875 0.915 6.444  -0.061

Summary:
- highest occupied orbital energy (eV) = -8.9
- lowest unoccupied orbital energy (eV) = 0.5
- total charge = 0
- SMILES = NCCCN.O.O

---

## R
C3H14N2O2 | ωB97M-V/def2-TZVPD

Last column: Löwdin charge in e.
Element x y z (Å)
C: 1.896 -0.631 1.805  -0.291
C: 1.018 -0.437 0.583  -0.238
C: -0.232 0.267 1.105  -0.339
N: -0.707 1.501 0.484  -0.040
N: 3.197 -1.460 1.559  -0.031
H: 1.071 -1.009 2.515  0.117
H: 2.289 0.240 2.445  0.124
H: 0.923 -1.360 -0.035  0.117
H: 1.540 0.318 -0.082  0.118
H: -1.155 -0.379 1.322  0.137
H: 0.053 0.640 2.099  0.086
H: 0.002 2.172 0.658  0.039
H: -1.494 1.889 1.109  0.107
H: 2.969 -2.472 1.692  0.062
H: 3.515 -1.363 0.588  0.048
H: -3.534 1.290 -2.959  0.039
H: -4.487 0.145 -2.645  0.048
O: -4.474 1.129 -2.686  -0.092
H: -0.055 -0.454 -3.385  0.098
H: -1.253 0.263 -2.704  -0.002
O: -1.081 -0.289 -3.468  -0.107

Summary:
- highest occupied orbital energy (eV) = -9.7
- lowest unoccupied orbital energy (eV) = 0.6
- total charge = 0
- SMILES = NCCCN.O.O

---

Most stable structure: P